(1)
{
  "formula": "C27H46AuNO3PSe2Si3",
  "method": "ωB97M-V/def2-TZVPD",
  "elements": ["Au", "C", "O", "Si", "C", "C", "C", "Si", "C", "C", "C", "Si", "C", "C", "C", "H", "H", "H", "H", "H", "H", "H", "H", "H", "H", "H", "H", "H", "H", "H", "H", "H", "H", "H", "H", "H", "H", "H", "H", "H", "H", "H", "Se", "P", "Se", "C", "C", "C", "C", "C", "C", "C", "C", "C", "C", "C", "C", "H", "H", "H", "H", "H", "H", "H", "H", "H", "H", "O", "C", "O", "C", "N", "C", "C", "C", "H", "H", "H", "H", "H", "H", "H", "H", "H"],
  "coordinates": [[0.129, -0.389, -0.586], [-0.673, 2.221, 1.509], [0.323, 1.312, 1.041], [1.495, 0.546, 1.988], [2.666, 1.781, 2.710], [0.612, -0.283, 3.387], [2.175, -0.568, 0.643], [3.467, 0.195, -0.502], [5.091, 0.336, 0.409], [3.764, -0.795, -2.052], [2.921, 1.900, -1.041], [2.224, -2.418, 1.030], [2.838, -3.491, -0.358], [3.457, -2.560, 2.434], [0.548, -3.075, 1.560], [-0.201, 3.097, 1.958], [-1.325, 1.736, 2.237], [-1.268, 2.543, 0.657], [2.129, 2.398, 3.434], [3.132, 2.435, 1.975], [3.461, 1.267, 3.259], [0.366, 0.466, 4.144], [1.220, -1.047, 3.875], [-0.315, -0.751, 3.049], [5.487, -0.642, 0.687], [5.020, 0.947, 1.309], [5.817, 0.808, -0.261], [4.435, -1.639, -1.887], [4.240, -0.132, -2.782], [2.841, -1.174, -2.497], [2.730, 2.578, -0.209], [2.009, 1.845, -1.638], [3.705, 2.343, -1.663], [3.867, -3.274, -0.643], [2.219, -3.420, -1.255], [2.799, -4.529, -0.012], [4.468, -2.318, 2.100], [3.460, -3.591, 2.799], [3.212, -1.909, 3.275], [-0.291, -2.463, 1.213], [0.469, -3.138, 2.647], [0.408, -4.083, 1.158], [-0.109, -2.103, -2.471], [-0.292, -0.365, -3.776], [-0.756, 1.263, -2.401], [1.260, -0.076, -4.636], [1.833, -1.135, -5.342], [3.034, -0.948, -6.004], [3.666, 0.290, -5.961], [3.098, 1.341, -5.260], [1.892, 1.162, -4.593], [-1.607, -0.586, -4.981], [-1.862, -1.857, -5.495], [-2.843, -2.025, -6.460], [-3.573, -0.931, -6.905], [-3.324, 0.333, -6.388], [-2.344, 0.509, -5.423], [1.354, -2.107, -5.367], [3.481, -1.769, -6.549], [4.609, 0.430, -6.474], [3.592, 2.302, -5.226], [1.454, 1.980, -4.036], [-1.309, -2.717, -5.137], [-3.040, -3.010, -6.861], [-4.339, -1.065, -7.657], [-3.893, 1.185, -6.737], [-2.153, 1.497, -5.024], [-3.900, -0.937, 1.940], [-3.162, -0.593, 0.900], [-1.951, -0.583, 0.945], [-3.929, -0.233, -0.363], [-5.364, -0.168, -0.069], [-6.098, -0.915, -1.106], [-5.129, -2.030, -1.468], [-3.766, -1.325, -1.448], [-3.521, 0.718, -0.712], [-5.695, 0.781, 0.038], [-4.833, -0.867, 1.612], [-6.300, -0.291, -1.983], [-7.048, -1.273, -0.714], [-5.349, -2.467, -2.440], [-5.169, -2.824, -0.722], [-3.553, -0.859, -2.413], [-2.938, -1.998, -1.225]],
  "total_energy_ev": -203684.05944,
  "s_squared": 2.016,
  "e_homo_ha": [-0.3838, -0.4224],
  "e_above_lowest_kcal_mol": 0.0,
  "charge": 1,
  "multiplicity": 3,
  "max_force_ev_per_a": 0.4
}

=====

(2)
{
  "formula": "C27H46BaBrNOP2S",
  "method": "ωB97M-V/def2-TZVPD",
  "elements": ["N", "C", "C", "C", "C", "C", "C", "Ba", "P", "C", "C", "C", "C", "C", "C", "C", "Br", "H", "H", "H", "H", "H", "H", "H", "H", "H", "H", "P", "C", "C", "H", "H", "H", "H", "H", "C", "C", "H", "H", "H", "H", "H", "C", "C", "H", "H", "H", "H", "H", "C", "C", "H", "H", "H", "H", "H", "C", "C", "H", "H", "H", "H", "H", "C", "C", "H", "H", "H", "H", "H", "C", "S", "C", "O", "H", "H", "H", "H", "H", "H"],
  "coordinates": [[3.041, -6.278, 7.617], [2.035, -5.501, 8.042], [1.445, -4.520, 7.237], [1.921, -4.329, 5.916], [3.006, -5.123, 5.500], [3.518, -6.096, 6.378], [1.316, -3.333, 5.036], [-2.092, 0.418, 1.400], [-3.536, 0.144, -4.856], [1.332, -3.391, 3.661], [0.939, -2.348, 2.727], [0.871, -2.621, 1.341], [0.693, -1.614, 0.396], [0.814, -0.240, 0.760], [0.671, 0.021, 2.167], [0.670, -1.011, 3.099], [-1.536, 2.115, -0.973], [0.886, -2.468, 5.563], [1.694, -4.330, 3.196], [0.595, -3.975, 7.630], [3.396, -4.988, 4.491], [1.714, -5.669, 9.077], [4.361, -6.710, 6.027], [1.014, -3.663, 1.040], [0.527, -0.792, 4.151], [0.446, -1.862, -0.642], [0.462, 1.049, 2.488], [1.481, 0.939, -0.407], [-4.381, -0.431, -3.317], [-5.566, -1.336, -3.690], [-4.718, 0.465, -2.771], [-3.635, -0.965, -2.707], [-6.241, -1.439, -2.836], [-6.139, -0.919, -4.528], [-5.232, -2.342, -3.971], [-2.120, -1.022, -5.016], [-1.614, -1.224, -6.448], [-2.470, -1.980, -4.601], [-1.320, -0.628, -4.371], [-0.947, -2.091, -6.474], [-2.433, -1.412, -7.149], [-1.041, -0.364, -6.805], [-2.728, 1.739, -4.426], [-3.569, 2.916, -4.926], [-1.754, 1.725, -4.942], [-2.539, 1.797, -3.338], [-3.031, 3.852, -4.758], [-3.762, 2.823, -6.000], [-4.531, 2.986, -4.409], [1.445, 2.678, -1.132], [2.764, 3.425, -1.202], [0.691, 3.224, -0.556], [1.053, 2.624, -2.158], [3.106, 3.777, -0.220], [3.545, 2.795, -1.645], [2.671, 4.300, -1.861], [1.537, 0.082, -2.016], [2.575, -1.033, -2.089], [1.791, 0.847, -2.772], [0.500, -0.219, -2.255], [3.576, -0.586, -2.029], [2.462, -1.777, -1.293], [2.475, -1.542, -3.057], [3.161, 0.943, 0.301], [3.152, 1.805, 1.562], [3.824, 1.341, -0.468], [3.470, -0.082, 0.543], [3.415, 1.187, 2.431], [3.903, 2.602, 1.490], [2.186, 2.288, 1.804], [-0.342, 5.078, 1.123], [-1.077, 4.070, 2.416], [-2.832, 4.381, 1.987], [-0.958, 2.567, 2.067], [-0.544, 6.098, 1.461], [-0.751, 4.914, 0.128], [0.738, 4.928, 1.118], [-2.945, 4.191, 0.911], [-3.457, 3.691, 2.576], [-3.047, 5.426, 2.260]],
  "total_energy_ev": -132418.15570,
  "e_homo_ha": -0.4211,
  "e_above_lowest_kcal_mol": 0.0,
  "charge": 2,
  "max_force_ev_per_a": 3.4
}

=====

(3)
{
  "formula": "C27H46BrCaNOP2S",
  "method": "ωB97M-V/def2-TZVPD",
  "elements": ["N", "C", "C", "C", "C", "C", "C", "Ca", "P", "C", "C", "C", "C", "C", "C", "C", "Br", "H", "H", "H", "H", "H", "H", "H", "H", "H", "H", "P", "C", "C", "H", "H", "H", "H", "H", "C", "C", "H", "H", "H", "H", "H", "C", "C", "H", "H", "H", "H", "H", "C", "C", "H", "H", "H", "H", "H", "C", "C", "H", "H", "H", "H", "H", "C", "C", "H", "H", "H", "H", "H", "C", "S", "C", "O", "H", "H", "H", "H", "H", "H"],
  "coordinates": [[-5.398, 4.895, -2.838], [-5.015, 5.373, -1.658], [-3.788, 5.079, -1.059], [-2.873, 4.210, -1.719], [-3.312, 3.709, -2.982], [-4.570, 4.084, -3.497], [-1.594, 3.789, -1.123], [1.017, 2.881, 0.018], [4.560, 0.124, 0.372], [-0.787, 2.783, -1.713], [-1.145, 1.372, -1.564], [-0.703, 0.370, -2.469], [-0.895, -0.969, -2.193], [-1.446, -1.379, -0.955], [-2.108, -0.392, -0.182], [-1.903, 0.960, -0.441], [1.025, -0.199, 0.397], [-1.289, 4.273, -0.167], [-0.162, 3.056, -2.577], [-3.570, 5.528, -0.090], [-2.689, 3.040, -3.574], [-5.736, 6.022, -1.156], [-4.916, 3.708, -4.458], [-0.137, 0.668, -3.361], [-2.278, 1.714, 0.265], [-0.526, -1.708, -2.907], [-2.715, -0.678, 0.682], [-1.339, -3.071, -0.336], [3.919, 1.810, 0.579], [5.105, 2.732, 0.223], [3.598, 1.940, 1.624], [3.056, 1.970, -0.110], [4.925, 3.761, 0.551], [6.036, 2.384, 0.701], [5.283, 2.738, -0.862], [3.970, -0.440, -1.252], [4.691, -1.715, -1.714], [4.166, 0.381, -1.958], [2.876, -0.570, -1.176], [4.315, -2.023, -2.697], [5.770, -1.536, -1.817], [4.545, -2.549, -1.014], [3.882, -1.080, 1.577], [4.887, -1.413, 2.687], [3.618, -2.003, 1.039], [2.946, -0.668, 1.984], [4.468, -2.177, 3.351], [5.824, -1.807, 2.275], [5.116, -0.528, 3.290], [-0.994, -2.983, 1.410], [-0.880, -4.334, 2.115], [-1.768, -2.361, 1.880], [-0.061, -2.404, 1.497], [-1.859, -4.823, 2.204], [-0.204, -5.019, 1.592], [-0.493, -4.180, 3.130], [0.064, -3.751, -1.215], [-0.282, -4.216, -2.629], [0.460, -4.580, -0.605], [0.857, -2.986, -1.223], [-1.035, -5.008, -2.598], [-0.676, -3.409, -3.261], [0.622, -4.619, -3.096], [-2.868, -3.944, -0.659], [-4.099, -3.370, 0.040], [-2.691, -4.990, -0.367], [-3.010, -3.911, -1.748], [-4.378, -2.381, -0.349], [-4.944, -4.040, -0.153], [-3.973, -3.294, 1.127], [-0.616, 0.872, 3.391], [0.368, 2.393, 3.513], [-0.882, 3.397, 4.344], [0.392, 2.993, 2.065], [-1.653, 1.119, 3.116], [-0.588, 0.296, 4.339], [-0.143, 0.282, 2.591], [-0.740, 3.294, 5.432], [-0.733, 4.445, 4.049], [-1.895, 3.062, 4.066]],
  "total_energy_ev": -150161.70742,
  "e_homo_ha": -0.4253,
  "e_above_lowest_kcal_mol": 34.4,
  "charge": 2,
  "max_force_ev_per_a": 3.1
}